Arrangement A

21
Properties=species:S:1:pos:R:3 method="wB97M-V/def2-TZVPD" total_charge=+1 lumo_ev=-3.766 molar_mass_g_mol=104.2
C -1.821 -0.711 -2.149
C -0.929 -0.445 -3.110
N -1.468 -0.452 -0.752
H -2.562 -1.477 -2.275
H -1.256 -0.664 -4.094
H 0.042 -0.086 -2.883
H -0.948 0.433 -0.621
H -2.326 -0.426 -0.151
H -0.824 -1.153 -0.329
C -0.149 0.818 1.676
C 1.078 0.562 0.796
C 1.897 -0.620 1.390
O 1.958 1.708 0.787
H -0.779 1.578 1.210
H 0.103 1.152 2.697
H -0.829 -0.028 1.800
H 0.847 0.316 -0.246
H 1.274 -1.517 1.226
H 1.942 -0.446 2.440
H 2.928 -0.740 0.978
H 1.822 2.197 1.609

---

Arrangement B

21
Properties=species:S:1:pos:R:3 method="wB97M-V/def2-TZVPD" total_charge=+1 lumo_ev=-3.282 molar_mass_g_mol=104.2
C 0.851 -1.647 0.126
C 1.473 -0.518 -0.625
C 0.464 0.527 -0.829
C 0.800 1.806 -0.562
C -0.643 0.086 -1.753
N 0.129 -1.082 1.381
H 1.536 -2.371 0.525
H 0.196 -2.251 -0.424
H 2.213 -0.020 -0.073
H 1.783 -0.919 -1.615
H 1.640 2.179 0.020
H 0.253 2.624 -1.171
H -0.330 -0.366 -2.647
H -1.317 0.922 -1.895
H -1.434 -0.711 -1.346
H -0.657 -0.458 1.132
H 0.738 -0.419 1.757
H 0.045 -1.783 2.129
H -2.382 1.713 2.027
H -2.909 0.287 1.776
O -2.243 0.953 1.499

---

Arrangement C

21
Properties=species:S:1:pos:R:3 method="wB97M-V/def2-TZVPD" total_charge=+1 lumo_ev=-3.505 molar_mass_g_mol=104.2
C 2.000 -0.937 -0.739
C 0.903 -1.585 0.098
C 0.051 -0.647 0.964
C -1.124 0.085 0.181
N -1.864 1.111 1.011
C -0.506 0.907 -1.099
O 0.221 1.842 -0.405
H 2.341 -1.703 -1.571
H 1.733 -0.112 -1.390
H 2.772 -0.656 -0.083
H 1.337 -2.228 0.721
H 0.194 -2.204 -0.560
H 0.643 0.127 1.326
H -0.396 -1.037 1.896
H -1.929 -0.616 -0.222
H -2.313 0.778 1.864
H -2.655 1.534 0.543
H -1.207 1.948 1.327
H 0.152 0.411 -1.874
H -1.446 1.470 -1.599
H 1.095 1.510 -0.389

---

Which of them is most stable? Easy: arrangement B.

---

Arrangement A

21
Properties=species:S:1:pos:R:3 method="wB97M-V/def2-TZVPD" total_charge=+1 lumo_ev=-3.492 molar_mass_g_mol=104.2
C -1.537 0.876 -0.080
C -0.304 0.489 -0.874
C 0.553 1.770 -1.170
C 0.538 -0.549 -0.233
N 1.400 -0.271 1.110
C -0.158 -1.852 0.189
O -0.681 -1.756 1.522
H -2.256 1.600 -0.512
H -1.957 0.113 0.545
H -1.222 1.570 0.843
H -0.633 0.049 -1.862
H 0.145 2.694 -0.756
H 0.638 1.858 -2.273
H 1.553 1.796 -0.734
H 1.326 -0.849 -0.956
H 0.898 0.205 1.859
H 2.320 0.127 0.939
H 1.545 -1.276 1.420
H -1.024 -1.951 -0.484
H 0.480 -2.717 0.097
H -1.623 -1.927 1.411

---

Arrangement B

21
Properties=species:S:1:pos:R:3 method="wB97M-V/def2-TZVPD" total_charge=+1 lumo_ev=-3.453 molar_mass_g_mol=104.2
C 0.163 -0.636 -1.131
C 1.088 0.532 -1.375
C 1.208 1.528 -0.142
C 1.769 0.165 1.791
C 0.757 0.874 1.208
N -1.198 -0.191 -0.717
H 0.463 -1.337 -0.396
H 0.045 -1.152 -2.095
H 2.024 -0.007 -1.382
H 0.620 1.161 -2.214
H 0.640 2.482 -0.467
H 2.282 1.812 -0.097
H 2.590 -0.247 1.173
H 1.844 0.008 2.866
H -0.213 1.048 1.725
H -1.669 0.466 -1.422
H -1.927 -1.023 -0.782
H -1.200 0.213 0.223
H -3.666 -1.956 0.416
H -2.810 -2.121 1.857
O -2.811 -1.617 0.962

---

Arrangement C

21
Properties=species:S:1:pos:R:3 method="wB97M-V/def2-TZVPD" total_charge=+1 lumo_ev=-3.224 molar_mass_g_mol=104.2
C 1.946 -1.549 0.059
C 1.327 -0.485 0.956
C -0.160 -0.588 1.376
C -1.030 0.458 0.776
C -1.566 1.531 1.329
N -1.361 0.203 -0.650
H 1.639 -2.534 0.445
H 1.438 -1.669 -0.908
H 3.019 -1.386 0.069
H 1.844 -0.472 1.924
H 1.582 0.492 0.508
H -0.181 -0.575 2.467
H -0.555 -1.594 1.183
H -2.354 2.174 0.976
H -1.240 1.699 2.348
H -1.815 -0.668 -0.930
H -1.786 0.980 -1.149
H -0.472 0.196 -1.197
H 0.358 1.833 -3.039
H -0.312 0.772 -3.706
O -0.321 1.181 -2.837

---

Arrangement D

21
Properties=species:S:1:pos:R:3 method="wB97M-V/def2-TZVPD" total_charge=+1 lumo_ev=-3.412 molar_mass_g_mol=104.2
C -2.261 0.056 0.428
C -2.057 0.651 -0.994
C -0.759 1.514 -0.944
C 0.545 0.683 -0.686
C 0.708 -0.623 -0.511
N 1.882 -1.327 -0.405
H -2.445 -1.073 0.390
H -3.133 0.363 0.844
H -1.273 0.080 1.042
H -2.802 1.356 -1.204
H -2.180 -0.104 -1.748
H -0.850 2.109 -0.026
H -0.732 2.049 -1.982
H 1.490 1.340 -0.729
H -0.119 -1.316 -0.189
H 1.824 -2.327 -0.712
H 2.524 -1.297 0.461
H 2.536 -1.017 -1.151
H 1.543 -0.361 2.725
H 3.116 -0.319 3.064
O 2.443 -0.438 2.326

---

Which of them is most stable? Easy: arrangement C.

---

Arrangement A

21
Properties=species:S:1:pos:R:3 method="wB97M-V/def2-TZVPD" total_charge=+1 lumo_ev=-2.964 molar_mass_g_mol=104.2
C -0.291 -1.605 -1.288
C -0.794 -0.384 -1.471
O -1.838 0.032 -0.662
C -0.371 0.595 -2.525
H 0.601 -1.909 -1.816
H -0.875 -2.370 -0.788
H -2.154 0.883 -0.984
H 0.275 0.061 -3.219
H -1.211 1.048 -3.046
H 0.228 1.401 -2.086
C 0.245 1.402 1.492
N 0.065 -0.062 1.527
C 1.332 -0.783 1.849
H -0.581 1.886 0.977
H 0.308 1.765 2.516
H 1.168 1.645 0.969
H -0.301 -0.443 0.626
H -0.679 -0.312 2.181
H 2.028 -0.627 1.030
H 1.116 -1.842 1.944
H 1.729 -0.379 2.775

---

Arrangement B

21
Properties=species:S:1:pos:R:3 method="wB97M-V/def2-TZVPD" total_charge=+1 lumo_ev=-3.821 molar_mass_g_mol=104.2
C -1.102 -0.902 1.242
C -0.858 0.636 1.230
C -0.017 1.191 0.084
C 1.089 0.325 -0.268
C 1.248 -0.338 -1.462
N 2.043 0.320 0.858
H -2.052 -1.220 1.861
H -1.300 -1.312 0.300
H -0.259 -1.442 1.605
H -1.939 1.061 1.205
H -0.461 0.812 2.233
H 0.444 2.175 0.355
H -0.614 1.411 -0.837
H 2.118 -1.002 -1.747
H 0.639 -0.278 -2.396
H 1.587 0.626 1.749
H 2.487 -0.636 0.922
H 2.823 1.027 0.687
H -2.239 -0.585 -1.754
H -1.722 -0.668 -3.330
O -1.914 -1.202 -2.537

---

Arrangement C

21
Properties=species:S:1:pos:R:3 method="wB97M-V/def2-TZVPD" total_charge=+1 lumo_ev=-3.278 molar_mass_g_mol=104.2
C -0.708 -0.316 0.797
C 0.594 -1.142 1.192
C 1.642 -0.748 0.024
C 3.113 1.249 -0.250
C 1.902 0.624 -0.485
N -1.344 -0.767 -0.565
H -0.483 0.751 0.802
H -1.469 -0.491 1.561
H 0.974 -0.610 2.079
H 0.426 -2.174 1.533
H 1.273 -1.340 -0.860
H 2.646 -1.130 0.244
H 3.894 0.777 0.294
H 3.501 2.227 -0.666
H 1.138 1.023 -1.198
H -1.793 -1.713 -0.677
H -2.106 -0.089 -0.631
H -0.688 -0.556 -1.326
H -4.597 0.972 -0.249
H -3.508 1.867 -0.844
O -3.632 0.982 -0.471

---

Arrangement D

21
Properties=species:S:1:pos:R:3 method="wB97M-V/def2-TZVPD" total_charge=+1 lumo_ev=-3.225 molar_mass_g_mol=104.2
C -0.358 -0.489 -2.610
C -1.343 0.322 -1.701
C -0.770 1.004 -0.417
C 0.311 0.150 0.248
N -0.347 -1.196 0.761
C 0.974 0.802 1.453
O 1.560 -0.265 2.213
H -0.603 -0.344 -3.659
H -0.420 -1.528 -2.282
H 0.681 -0.140 -2.618
H -1.720 1.128 -2.327
H -2.110 -0.407 -1.441
H -0.304 1.926 -0.763
H -1.621 1.186 0.240
H 0.996 -0.287 -0.470
H -0.216 -1.852 0.013
H 0.219 -1.443 1.590
H -1.317 -0.982 0.992
H 0.214 1.368 1.996
H 1.784 1.434 1.091
H 2.033 0.157 2.911

---

Which of them is most stable? Easy: arrangement D.

---

Arrangement A

21
Properties=species:S:1:pos:R:3 method="wB97M-V/def2-TZVPD" total_charge=+1 lumo_ev=-3.266 molar_mass_g_mol=104.2
C 1.320 1.907 -0.103
C 1.626 0.423 -0.133
C 0.646 -0.327 -0.979
C 0.062 -1.454 -0.600
C -0.844 -2.279 -1.463
N -0.109 2.063 0.349
H 1.425 2.283 -1.108
H 1.963 2.479 0.563
H 1.885 -0.113 0.786
H 2.630 0.390 -0.587
H 0.454 0.036 -1.990
H 0.262 -1.942 0.350
H -0.225 -2.961 -2.038
H -1.647 -1.902 -2.096
H -1.457 -2.895 -0.793
H -0.270 1.588 1.236
H -0.702 1.536 -0.306
H -0.498 2.992 0.279
H -2.230 -0.348 3.011
H -2.570 -0.880 1.600
O -1.860 -0.523 2.141

---

Arrangement B

21
Properties=species:S:1:pos:R:3 method="wB97M-V/def2-TZVPD" total_charge=+1 lumo_ev=-2.877 molar_mass_g_mol=104.2
C 0.623 -0.767 -2.068
C 0.398 -0.617 -0.602
N -0.187 0.808 -0.317
C -1.358 0.587 0.648
C -1.168 -0.758 1.265
C -0.672 -1.567 0.096
H 1.140 0.131 -2.460
H -0.235 -0.835 -2.728
H 1.412 -1.477 -2.357
H 1.338 -0.668 -0.040
H -0.613 1.328 -1.076
H 0.508 1.404 0.163
H -1.456 1.395 1.380
H -2.215 0.770 -0.020
H -0.492 -0.557 2.113
H -2.021 -1.080 1.858
H -1.327 -1.991 -0.662
H -0.170 -2.448 0.477
H 2.120 1.694 2.101
H 2.512 2.662 1.013
O 1.861 1.986 1.216

---

Which of them is most stable? Easy: arrangement B.

---

Arrangement A

39
Properties=species:S:1:pos:R:3 method="wB97M-V/def2-TZVPD" total_charge=-2 lumo_ev="4.584 / 4.582" molar_mass_g_mol=502.2 multiplicity=2
Cr 1.616 -0.403 -0.072
N 0.926 -1.707 3.028
C 0.458 -2.392 1.929
N -0.246 -3.505 2.032
N -0.511 -3.831 0.746
N 0.001 -2.976 -0.060
N 0.641 -2.017 0.665
C 1.663 -0.556 2.996
N 2.114 0.029 4.095
N 2.798 1.099 3.634
N 2.754 1.156 2.356
N 2.022 0.101 1.888
H 0.698 -2.080 3.932
Cl 5.759 2.823 -0.571
C 4.500 1.586 -0.246
Cl 2.883 2.178 -0.627
H 4.499 1.367 0.815
H 4.668 0.727 -0.888
Se 2.927 -1.204 -1.716
C -0.452 2.628 -0.513
Si -0.219 0.832 -1.128
C -0.070 1.008 -3.014
C -1.962 0.073 -0.896
C -2.211 -1.226 -1.352
C -3.458 -1.819 -1.220
C -4.502 -1.126 -0.619
C -4.280 0.160 -0.148
C -3.025 0.745 -0.287
H -1.331 3.097 -0.971
H 0.417 3.239 -0.769
H -0.564 2.671 0.574
H -0.882 1.614 -3.432
H -0.085 0.020 -3.477
H 0.890 1.462 -3.268
H -1.397 -1.801 -1.781
H -3.607 -2.837 -1.563
H -5.474 -1.591 -0.504
H -5.082 0.707 0.336
H -2.874 1.749 0.096

---

Arrangement B

39
Properties=species:S:1:pos:R:3 method="wB97M-V/def2-TZVPD" total_charge=-2 lumo_ev="4.442 / 4.442" molar_mass_g_mol=502.2 multiplicity=2
Cr -0.963 -0.087 -1.547
N -1.440 -1.117 1.728
C -1.733 0.198 1.410
N -2.206 1.075 2.274
N -2.312 2.214 1.550
N -1.949 2.014 0.327
N -1.554 0.717 0.203
C -1.219 -2.083 0.772
N -1.213 -3.379 1.019
N -0.932 -3.939 -0.186
N -0.782 -3.035 -1.087
N -0.945 -1.812 -0.502
H -1.757 -1.442 2.624
Cl -5.993 -0.225 -3.410
C -4.317 0.238 -2.956
Cl -3.670 -0.764 -1.659
H -4.324 1.263 -2.613
H -3.657 0.122 -3.805
Se -0.972 0.720 -3.677
C 2.375 -1.473 -1.425
Si 1.401 0.135 -1.169
C 2.484 1.423 -2.039
C 1.675 0.526 0.689
C 1.298 1.774 1.206
C 1.420 2.075 2.555
C 1.927 1.127 3.439
C 2.302 -0.119 2.959
C 2.175 -0.412 1.602
H 3.394 -1.395 -1.022
H 2.443 -1.680 -2.499
H 1.874 -2.330 -0.966
H 3.520 1.340 -1.687
H 2.124 2.439 -1.842
H 2.454 1.267 -3.122
H 0.854 2.510 0.541
H 1.084 3.037 2.926
H 2.003 1.352 4.498
H 2.678 -0.874 3.643
H 2.453 -1.400 1.249

---

Which of them is most stable? Easy: arrangement A.

---

Arrangement A

51
Properties=species:S:1:pos:R:3 method="wB97M-V/def2-TZVPD" total_charge=0 lumo_ev="0.136 / 0.133" molar_mass_g_mol=297.3 multiplicity=2
N 1.066 -1.356 0.545
C 1.023 0.115 0.751
C 1.556 0.821 -0.487
N 0.933 0.079 -1.603
C 1.732 0.075 -2.815
C -0.469 0.499 -1.868
C -1.198 -0.788 -2.168
O -1.406 -1.623 -1.179
H 0.257 -1.783 1.002
H 1.844 -1.788 1.019
H 1.142 -1.607 -0.421
H -0.005 0.351 0.996
H 1.651 0.310 1.605
H 1.194 1.841 -0.498
H 2.625 0.814 -0.661
H 2.793 0.053 -2.553
H 1.573 0.974 -3.423
H 1.571 -0.813 -3.431
H -0.637 1.218 -2.680
H -0.817 0.972 -0.955
H -1.389 -1.025 -3.221
H 1.436 5.148 -1.301
H 0.043 4.449 -1.382
O 0.830 4.597 -0.847
H -2.175 1.624 1.444
H -2.681 0.962 2.687
O -1.864 1.162 2.212
H -1.722 -1.741 0.484
H -1.829 -0.518 1.441
O -1.819 -1.498 1.448
H 0.772 -3.189 -2.492
H 1.262 -3.707 -3.890
O 0.530 -3.331 -3.427
H -0.509 3.606 2.066
H 0.067 4.086 0.841
O -0.761 4.185 1.340
H -3.542 2.890 0.429
H -2.282 3.611 0.468
O -2.601 2.731 0.258
H 0.607 2.178 3.452
H 0.953 3.612 3.182
O 0.990 2.731 2.765
H -1.851 -4.617 0.316
H -0.914 -5.145 1.439
O -1.017 -4.460 0.751
H 0.125 -4.038 -0.424
H 1.638 -4.350 -0.825
O 0.963 -3.675 -0.755
H -0.536 -1.646 2.998
H 0.458 -1.304 4.131
O 0.391 -1.691 3.236

---

Arrangement B

51
Properties=species:S:1:pos:R:3 method="wB97M-V/def2-TZVPD" total_charge=0 lumo_ev="0.149 / 0.165" molar_mass_g_mol=297.3 multiplicity=2
C -1.377 -1.635 -0.638
O -2.193 -0.630 -0.017
C 0.058 -1.442 -0.173
C 1.107 -2.349 -0.802
C 2.399 -2.032 -0.052
C 3.423 -1.492 -0.706
N 2.339 -2.393 1.273
N 0.456 -0.007 -0.471
H -1.417 -1.346 -1.688
H -1.706 -2.627 -0.353
H -2.492 -1.000 0.829
H 0.077 -1.428 0.908
H 1.127 -2.220 -1.884
H 0.835 -3.394 -0.621
H 3.356 -1.125 -1.714
H 4.378 -1.304 -0.229
H 1.978 -3.278 1.594
H 2.923 -2.002 1.992
H 1.359 0.158 -0.016
H -0.208 0.623 -0.014
H 0.481 0.183 -1.472
H -0.656 2.933 3.707
H -0.278 2.782 2.197
O -0.811 3.289 2.827
H -2.128 0.885 4.803
H -2.109 1.476 3.370
O -1.695 0.812 3.945
H 2.052 -1.968 -4.552
H 2.544 -0.858 -3.655
O 1.764 -1.403 -3.826
H 2.838 2.605 -0.234
H 3.713 2.385 -1.500
O 3.483 2.013 -0.644
H -2.265 3.129 -3.740
H -2.735 4.544 -3.250
O -1.991 4.043 -3.601
H -3.892 0.353 -1.747
H -4.311 1.871 -1.943
O -3.609 1.220 -2.065
H -1.978 1.477 -2.064
H -1.046 2.580 -2.453
O -1.013 1.724 -1.987
H -1.468 -0.561 3.166
H -1.258 -2.023 3.070
O -1.407 -1.261 2.485
H -0.059 4.031 0.233
H -0.317 2.587 -0.472
O 0.138 3.089 0.224
H 0.712 -3.067 4.474
H 0.460 -4.450 3.824
O 0.418 -3.500 3.664

---

Which of them is most stable? Easy: arrangement A.